(1)
Here is a single C17H14BrNO4 molecule at a distorted geometry from the Open Molecules 2025 dataset. Energies are from ωB97M-V/def2-TZVPD.

Properties
max |F|: 1.274 eV/Å
HOMO: -0.3137 Ha
structure (SMILES): CN1C(=O)[C@](O)(CC(=O)/C=C/c2ccco2)c2cc(Br)ccc21
orbital gap: 8.2 eV
energy relative to the best compared isomer or geometry (same formula, charge and spin): 1.343 eV
spin multiplicity: 1

Structure (XYZ):
```
37
C17H14BrNO4 | the Open Molecules 2025 dataset | ωB97M-V/def2-TZVPD
C -1.04 -0.11 2.39
N -0.21 0.62 1.46
C -0.57 1.81 0.90
O -1.58 2.42 1.14
C 0.57 2.27 -0.03
O 1.06 3.51 0.43
C 0.11 2.38 -1.51
C -1.36 2.05 -1.73
O -2.13 2.89 -2.14
C -1.79 0.69 -1.43
C -0.99 -0.38 -1.31
C -1.43 -1.70 -0.96
C -0.70 -2.85 -0.76
C -1.63 -3.84 -0.39
C -2.85 -3.23 -0.39
O -2.74 -1.95 -0.73
C 1.59 1.19 0.18
C 2.85 1.04 -0.35
C 3.56 -0.10 0.01
Br 5.31 -0.36 -0.70
C 3.04 -1.06 0.86
C 1.77 -0.90 1.40
C 1.06 0.23 1.05
H -1.96 0.45 2.51
H -1.27 -1.10 1.99
H -0.54 -0.21 3.35
H 0.30 4.10 0.56
H 0.72 1.73 -2.14
H 0.27 3.41 -1.84
H -2.86 0.56 -1.31
H 0.08 -0.31 -1.48
H 0.36 -2.95 -0.86
H -1.42 -4.87 -0.15
H -3.83 -3.61 -0.17
H 3.27 1.78 -1.01
H 3.63 -1.93 1.11
H 1.36 -1.64 2.07
```

(2)
Here is a single C2H2NO2P molecule at a distorted geometry from the Open Molecules 2025 dataset. Energies are from ωB97M-V/def2-TZVPD.

Properties
max |F|: 4.034 eV/Å
HOMO (alpha / beta): -0.3058 / -0.3061 Ha
orbital gap (alpha / beta): 7.1 / 7.1 eV
energy relative to the best compared isomer or geometry (same formula, charge and spin): 3.333 eV
spin multiplicity: 1

Structure (XYZ):
```
8
C2H2NO2P | the Open Molecules 2025 dataset | ωB97M-V/def2-TZVPD
C 1.54 0.02 -0.67
C 0.30 0.07 0.23
N 2.19 -0.68 0.14
O -0.77 -0.66 0.11
O -3.14 0.59 0.42
P -2.58 -0.71 0.20
H 1.88 0.67 -1.45
H 0.58 0.70 1.03
```

(3)
Here is a single C3H3ClOS molecule at a distorted geometry from the Open Molecules 2025 dataset. Energies are from ωB97M-V/def2-TZVPD.

Properties
max |F|: 2.444 eV/Å
HOMO: -0.3376 Ha
structure (SMILES): O=CS/C=C/Cl
orbital gap: 9.5 eV
energy relative to the best compared isomer or geometry (same formula, charge and spin): 0.714 eV
spin multiplicity: 1

Structure (XYZ):
```
9
C3H3ClOS | the Open Molecules 2025 dataset | ωB97M-V/def2-TZVPD
O -2.11 1.40 -0.29
C -2.12 0.26 0.09
S -0.87 -0.97 -0.12
C 0.59 0.05 0.00
C 1.77 -0.56 -0.19
Cl 3.29 0.39 -0.04
H -3.01 -0.09 0.76
H 0.48 1.11 0.23
H 1.98 -1.58 -0.44
```

(4)
Here is C32H76N3O8Y as an isolated structure at a distorted geometry from the Open Molecules 2025 dataset. Energies are from ωB97M-V/def2-TZVPD.

Properties
max |F|: 6.185 eV/Å
HOMO: -0.4175 Ha
total charge: +2
orbital gap: 1.6 eV
spin multiplicity: 1

Structure (XYZ):
```
120
C32H76N3O8Y | the Open Molecules 2025 dataset | ωB97M-V/def2-TZVPD
Y -9.38 13.02 20.20
C -6.61 12.62 16.49
C -6.95 13.63 17.58
O -7.87 13.21 18.54
H -5.69 12.92 15.99
H -7.40 12.18 15.89
H -6.32 11.73 17.07
H -7.33 14.52 17.04
H -6.01 14.03 17.97
O -9.66 10.96 19.25
H -9.85 10.87 18.29
H -9.68 10.04 19.59
O -10.81 15.40 17.16
H -10.90 16.09 16.48
H -10.09 14.85 16.82
O -7.66 9.70 13.87
H -7.17 10.47 14.19
H -7.30 9.54 12.99
C -10.60 14.61 11.95
C -10.32 14.33 13.45
C -9.28 13.23 13.56
C -7.93 13.62 13.06
C -7.40 14.83 13.83
C -8.42 15.98 13.87
N -9.79 15.51 14.14
O -10.69 16.58 14.24
C -7.98 16.84 15.08
C -8.26 16.83 12.59
C -11.62 13.88 14.11
H -11.10 13.78 11.45
H -9.71 14.87 11.38
H -11.33 15.41 11.79
H -9.26 12.74 14.54
H -9.64 12.45 12.88
H -7.82 13.83 11.99
H -7.31 12.71 13.08
H -6.45 15.09 13.34
H -6.93 14.54 14.78
H -8.36 16.43 16.02
H -6.90 16.79 15.30
H -8.21 17.89 14.95
H -7.56 17.65 12.77
H -7.73 16.24 11.83
H -9.15 17.21 12.08
H -12.13 13.08 13.56
H -12.35 14.69 14.16
H -11.55 13.54 15.14
H -11.08 16.71 13.35
C -1.46 8.81 13.12
C -2.01 10.19 12.74
C -3.50 10.05 12.27
C -4.33 11.30 12.27
C -4.18 12.16 13.51
C -2.75 12.26 14.11
N -1.98 11.03 13.96
O -0.69 11.11 14.49
C -2.09 13.45 13.39
C -2.86 12.51 15.63
C -1.21 10.75 11.56
H -1.92 8.48 14.06
H -0.39 8.85 13.29
H -1.67 7.98 12.44
H -3.51 9.68 11.25
H -3.78 9.30 13.02
H -5.37 11.11 12.04
H -3.97 11.98 11.48
H -4.73 11.58 14.28
H -4.71 13.09 13.36
H -2.69 14.35 13.25
H -1.16 13.72 13.90
H -1.87 13.07 12.40
H -3.68 13.21 15.83
H -2.99 11.56 16.14
H -2.00 13.10 15.96
H -1.14 10.01 10.76
H -0.30 11.28 11.85
H -1.75 11.54 11.03
H -0.63 10.34 15.07
C -9.31 19.51 21.96
C -8.93 20.04 20.55
C -7.92 21.18 20.74
C -6.50 20.67 20.93
C -6.09 19.82 19.72
C -6.97 18.59 19.57
N -8.39 18.95 19.74
O -9.25 17.85 19.59
C -6.77 18.06 18.13
C -6.54 17.48 20.58
C -10.22 20.54 19.89
H -9.87 20.12 22.66
H -8.37 19.25 22.46
H -9.88 18.58 21.84
H -8.06 21.92 19.95
H -8.17 21.71 21.67
H -6.42 20.15 21.89
H -5.81 21.51 20.99
H -5.06 19.59 20.00
H -5.99 20.36 18.78
H -6.99 18.79 17.36
H -5.78 17.59 18.12
H -7.40 17.16 18.03
H -5.90 16.74 20.10
H -6.03 17.96 21.41
H -7.36 16.87 20.98
H -10.74 19.80 19.28
H -9.93 21.25 19.10
H -10.96 20.98 20.54
H -8.91 17.34 20.35
C -4.15 10.67 19.39
C -4.75 9.47 20.10
C -3.73 8.33 20.24
O -5.24 9.94 21.35
H -3.41 10.36 18.66
H -3.63 11.33 20.10
H -4.93 11.33 18.99
H -5.60 9.15 19.48
H -2.98 8.44 21.02
H -3.29 8.19 19.25
H -4.25 7.38 20.38
H -5.57 9.18 21.85
```

(5)
Here is a 12-piece molecular cluster, BH26O11 overall at a distorted geometry from the Open Molecules 2025 dataset. Energies are from ωB97M-V/def2-TZVPD.

Properties
max |F|: 9.107 eV/Å
HOMO: -0.2152 Ha
total charge: -1
orbital gap: 8.2 eV
energy relative to the best compared isomer or geometry (same formula, charge and spin): 4.140 eV
spin multiplicity: 1

Structure (XYZ):
```
38
BH26O11 | the Open Molecules 2025 dataset | ωB97M-V/def2-TZVPD
B 13.25 49.22 46.79
H 12.14 48.78 46.56
H 13.57 50.18 46.15
H 13.47 49.77 47.93
H 13.98 48.25 46.74
O 15.61 51.44 44.28
H 16.44 51.71 44.53
H 14.92 51.82 44.83
O 11.88 47.92 43.74
H 11.88 48.27 42.94
H 11.88 48.66 44.26
O 12.85 52.81 44.92
H 13.09 52.60 43.92
H 12.23 53.65 45.06
O 16.94 49.64 48.30
H 16.07 49.58 47.88
H 17.10 49.08 48.91
O 13.34 45.09 47.14
H 12.53 45.45 46.78
H 13.86 45.84 46.95
O 12.64 49.91 50.89
H 12.77 49.14 50.14
H 13.43 50.57 50.79
O 11.00 45.85 45.48
H 10.42 45.16 45.30
H 10.97 46.66 44.90
O 11.13 51.80 47.43
H 11.58 51.04 47.40
H 11.79 52.46 47.73
O 11.98 47.42 49.33
H 11.75 46.59 49.54
H 12.01 47.79 48.44
O 14.95 48.24 43.72
H 14.93 48.80 44.58
H 14.12 48.02 43.59
O 15.20 53.52 46.94
H 14.56 52.89 46.94
H 14.97 54.41 46.72
```

(6)
Here is C24H37ClLuN2O3 as an isolated structure at a distorted geometry from the Open Molecules 2025 dataset. Energies are from ωB97M-V/def2-TZVPD.

Properties
max |F|: 3.342 eV/Å
HOMO (alpha / beta): -0.0215 / -0.0241 Ha
total charge: -1
orbital gap (alpha / beta): 3.4 / 3.5 eV
energy relative to the best compared isomer or geometry (same formula, charge and spin): 0.000 eV
spin multiplicity: 1

Structure (XYZ):
```
68
C24H37ClLuN2O3 | the Open Molecules 2025 dataset | ωB97M-V/def2-TZVPD
Lu 0.51 -0.04 0.50
Cl 2.37 -0.08 -1.09
N 0.16 2.21 0.13
N 0.12 -2.26 0.07
C -0.37 2.84 -0.92
C -0.39 -2.90 -0.97
C 1.16 3.13 0.76
C 1.36 4.17 -0.33
C 2.43 2.38 1.14
C 0.57 3.78 2.01
H 2.91 1.97 0.25
H 2.21 1.56 1.85
H 3.11 3.09 1.64
H -0.21 4.50 1.73
H 1.37 4.33 2.53
H 0.15 3.03 2.69
C 1.05 -3.20 0.77
C 1.29 -4.26 -0.30
C 0.36 -3.79 1.98
C 2.32 -2.49 1.24
H 2.83 -2.02 0.40
H 2.98 -3.23 1.71
H 2.07 -1.73 2.00
H -0.41 -4.52 1.67
H -0.11 -3.00 2.58
H 1.09 -4.32 2.60
O 0.25 -4.00 -1.34
H 1.14 -5.29 0.05
H 2.27 -4.18 -0.79
O 0.29 3.92 -1.31
H 2.33 4.09 -0.84
H 1.24 5.21 0.02
C -1.63 2.49 -1.63
C -1.65 -2.53 -1.70
C -1.62 -1.22 -2.46
H -2.43 -2.45 -0.92
H -1.88 -3.36 -2.38
C -1.63 -0.02 -1.74
C -1.61 1.21 -2.43
H -1.80 -0.03 -0.65
C -1.66 1.22 -3.83
C -1.63 0.02 -4.52
C -1.72 2.50 -4.61
C -1.67 -1.20 -3.86
H -1.55 0.03 -5.62
C -1.74 -2.47 -4.67
H -1.77 -2.22 -5.74
H -2.64 -3.06 -4.45
H -0.87 -3.11 -4.51
H -2.62 3.10 -4.39
H -1.74 2.28 -5.68
H -0.84 3.14 -4.43
H -1.86 3.33 -2.30
H -2.41 2.41 -0.86
C -1.24 0.88 3.92
C 0.07 0.08 3.85
C 1.19 0.87 4.52
C -0.13 -1.27 4.54
O 0.42 -0.11 2.48
H -1.44 1.19 4.95
H -2.08 0.26 3.57
H -1.20 1.76 3.28
H 1.02 0.95 5.60
H 2.16 0.39 4.36
H 1.24 1.89 4.11
H -1.03 -1.77 4.14
H 0.74 -1.91 4.41
H -0.29 -1.14 5.62
```